{"formula": "C15H20F3N3O4PdS", "method": "wB97M-V/def2-TZVPD", "gap_ev": [9.03, 4.58], "homo_energy_ev": [-14.447, -15.703], "spin_multiplicity": 5, "charge": 2, "s_squared": 6.038, "species": ["Pd", "S", "F", "F", "F", "O", "O", "O", "O", "N", "N", "N", "C", "C", "C", "C", "C", "C", "C", "C", "C", "C", "C", "C", "C", "C", "C", "H", "H", "H", "H", "H", "H", "H", "H", "H", "H", "H", "H", "H", "H", "H", "H", "H", "H", "H", "H"], "coordinates": [[-0.28771, -0.82862, -0.68665], [1.26231, 0.26146, -2.61819], [1.26504, 2.91827, -2.80051], [2.27957, 2.13543, -1.04651], [0.12040, 2.14756, -1.13173], [-0.18340, -0.07326, -2.73459], [3.24022, 3.10274, 4.17106], [1.80852, -0.52920, -1.49517], [2.00975, 0.35116, -3.81450], [0.42800, 0.06114, 1.28411], [-2.51615, -0.83984, -0.11071], [2.24152, 1.48005, 2.22016], [2.24118, 3.62794, 3.36349], [-0.43433, -3.72773, -3.63172], [-0.83806, -2.72675, -1.51441], [-2.68880, -2.94430, -3.02202], [1.22996, 1.98335, -1.88607], [2.28165, 2.89565, 1.96442], [3.22795, 0.94377, 3.12805], [-3.10417, -2.07315, -0.67617], [3.09287, 1.75610, 4.47373], [0.04119, -3.38995, -2.39446], [-3.01970, 0.35558, -0.82206], [-2.23211, -2.60119, -1.77372], [-1.79883, -3.52205, -3.93938], [1.25146, 0.71438, 1.75314], [-2.76760, -0.74407, 1.33500], [3.22303, 3.14429, 1.47355], [-2.23662, -1.53633, 1.86021], [-2.88388, 0.23062, -1.89371], [0.23114, -4.15596, -4.36965], [1.43826, 3.20216, 1.35191], [2.12261, 1.54095, 4.92645], [-2.17830, -3.85996, -4.89608], [1.24905, 3.49804, 3.80181], [1.07765, -3.56311, -2.13688], [3.06457, -0.11629, 3.29807], [-2.47052, 1.23567, -0.49800], [-3.16447, -2.82843, 0.10848], [-2.42642, 0.22238, 1.69874], [-3.83595, -0.83654, 1.55049], [2.44990, 4.68004, 3.19871], [3.89994, 1.45702, 5.13657], [-4.08240, 0.51273, -0.61307], [-4.12027, -1.88797, -1.03386], [-3.73098, -2.79764, -3.28061], [4.22292, 1.12387, 2.72226]], "nbo_charge": [1.066, 2.303, -0.270, -0.337, -0.338, -0.942, -0.343, -0.971, -0.843, -0.332, -0.428, -0.245, -0.070, -0.182, 0.025, -0.218, 0.709, -0.236, -0.236, -0.272, -0.070, -0.224, -0.434, -0.025, -0.012, 0.513, -0.422, 0.277, 0.217, 0.230, 0.257, 0.269, 0.214, 0.249, 0.216, 0.257, 0.268, 0.215, 0.244, 0.212, 0.216, 0.263, 0.264, 0.213, 0.230, 0.249, 0.273]}

---

{"formula": "CH6BN", "method": "wB97M-V/def2-TZVPD", "gap_ev": 10.96, "homo_energy_ev": -10.089, "spin_multiplicity": 1, "charge": 0, "species": ["N", "C", "B", "H", "H", "H", "H", "H", "H"], "coordinates": [[-0.21592, -0.51539, -0.03725], [1.13006, 0.12442, 0.01328], [-1.50882, 0.10465, 0.00296], [-1.54428, 1.15601, 0.24996], [1.70838, -0.18742, 0.81338], [1.14169, 1.29978, 0.05427], [-2.44530, -0.56747, -0.11045], [-0.07959, -1.45941, -0.05616], [1.81378, 0.04483, -0.92999]], "nbo_charge": [-0.796, -0.414, 0.434, -0.100, 0.189, 0.205, -0.086, 0.378, 0.190]}

---

{"formula": "C22H33CeFN10O2PSSi", "method": "wB97M-V/def2-TZVPD", "gap_ev": [8.05, 8.06], "homo_energy_ev": [-12.433, -12.434], "spin_multiplicity": 2, "charge": 2, "s_squared": 0.751, "species": ["Ce", "S", "P", "Si", "F", "O", "O", "N", "N", "N", "N", "N", "N", "N", "N", "N", "N", "C", "C", "C", "C", "C", "C", "C", "C", "C", "C", "C", "C", "C", "C", "C", "C", "C", "C", "C", "C", "C", "C", "H", "H", "H", "H", "H", "H", "H", "H", "H", "H", "H", "H", "H", "H", "H", "H", "H", "H", "H", "H", "H", "H", "H", "H", "H", "H", "H", "H", "H", "H", "H", "H", "H"], "coordinates": [[-0.00741, 0.44557, 0.31481], [-0.73566, 3.25119, 1.30857], [-3.07009, -2.22667, 0.46422], [2.34859, 2.04032, -1.82522], [2.06802, -0.75264, 1.51160], [0.79857, 2.89178, -1.41399], [-0.22945, 1.87840, -1.51277], [1.76723, 3.07168, 2.20869], [1.51051, 1.71652, 2.48259], [1.05331, 5.15941, 1.65070], [-3.45768, -1.54581, -2.23177], [-1.17665, -4.22546, 0.90647], [-4.04534, -0.65942, 2.52554], [2.23437, 0.83024, -0.66072], [-1.72744, -0.53261, -1.32447], [-2.09606, 0.08469, 1.80891], [-0.26059, -2.23379, 0.64434], [-1.40594, -2.90229, 0.71999], [2.18908, 1.62306, -3.60229], [0.77479, 3.85255, 1.74417], [3.24295, -0.83586, 0.76103], [5.48852, -1.03920, -0.72257], [-2.73861, -1.36423, -1.10062], [-4.63231, -2.39533, -2.42996], [-2.87364, -0.79920, -3.21971], [-3.04114, -0.83778, 1.63507], [4.47737, -0.17118, -1.10860], [3.57365, 3.37043, -1.48282], [4.21451, -1.70694, 1.18618], [-3.72250, 0.41338, 3.30695], [0.73147, -3.17373, 0.77436], [-1.80673, -0.17794, -2.64937], [-2.52177, 0.86634, 2.85666], [0.34871, 4.04115, -2.17772], [-5.27192, -1.44882, 2.66247], [0.17687, -4.40791, 0.92240], [5.37256, -1.80879, 0.42643], [3.29641, -0.02047, -0.36430], [-2.14983, -5.31023, 1.03145], [-1.11134, 0.51594, -3.08566], [0.30332, 5.78067, 1.39791], [0.22710, 3.75497, -3.21893], [-4.38687, -3.21353, -3.10294], [-5.84916, -1.02841, 3.48004], [-2.13371, -5.92944, 0.13751], [1.11073, 4.80653, -2.05126], [6.37999, -1.11530, -1.33060], [-3.26431, -0.77546, -4.22239], [3.55235, 4.17841, -2.21631], [-0.59511, 4.34230, -1.73630], [6.16413, -2.47953, 0.72813], [-3.14432, -4.89631, 1.16411], [1.77682, -2.92851, 0.73175], [-1.89828, -5.91427, 1.89927], [1.88639, 5.56694, 2.04475], [2.39498, 1.22208, 2.45899], [-1.95305, 1.70573, 3.21331], [-5.03443, -2.48415, 2.89220], [1.12816, 1.64105, 3.42396], [4.06683, -2.28670, 2.08833], [4.58306, 2.94959, -1.49750], [-4.95090, -2.79899, -1.47389], [-5.43843, -1.80181, -2.85383], [1.26290, 1.08025, -3.79354], [2.57748, 3.49010, 2.64312], [3.01759, 0.97418, -3.89960], [4.60387, 0.40679, -2.01889], [2.22686, 2.50925, -4.23858], [3.40641, 3.78404, -0.48583], [-4.36546, 0.76110, 4.09677], [0.62151, -5.38015, 1.04810], [-5.86189, -1.39773, 1.75111]], "lowdin_spin": [1.012, -0.001, 0.000, 0.000, 0.000, 0.000, -0.002, 0.000, -0.001, 0.000, 0.000, 0.000, 0.000, -0.004, -0.001, -0.002, -0.001, 0.000, 0.000, 0.000, 0.000, 0.000, 0.000, 0.000, 0.000, 0.000, 0.000, 0.000, 0.000, 0.000, 0.000, 0.000, 0.000, 0.000, 0.000, 0.000, 0.000, 0.000, 0.000, 0.000, 0.000, 0.000, 0.000, 0.000, 0.000, 0.000, 0.000, 0.000, 0.000, 0.000, 0.000, 0.000, 0.000, 0.000, 0.000, 0.000, 0.000, 0.000, 0.000, 0.000, 0.000, 0.000, 0.000, 0.000, 0.000, 0.000, 0.000, 0.000, 0.000, 0.000, 0.000, 0.000]}

---

{"formula": "C5H9NO", "method": "wB97M-V/def2-TZVPD", "gap_ev": 10.54, "homo_energy_ev": -9.595, "spin_multiplicity": 1, "charge": 0, "species": ["O", "N", "C", "C", "C", "C", "C", "H", "H", "H", "H", "H", "H", "H", "H", "H"], "coordinates": [[-2.12125, -0.43123, 0.25296], [-0.69969, 0.74968, -1.05718], [1.11950, -0.85825, -0.85323], [-0.83009, -0.66607, 0.83929], [0.17424, 0.06663, -0.08435], [-1.88403, 0.40639, -0.78097], [0.96531, 1.10794, 0.70297], [1.80277, -1.38952, -0.17943], [1.61484, 0.62258, 1.44183], [0.56575, -1.59460, -1.44584], [-0.67907, -1.74802, 0.91447], [-0.84473, -0.22917, 1.84788], [-2.77065, 0.72966, -1.31735], [0.28276, 1.78208, 1.23112], [1.71861, -0.25635, -1.54390], [1.58573, 1.70824, 0.03173]], "nbo_charge": [-0.494, -0.477, -0.607, -0.094, 0.044, 0.383, -0.604, 0.207, 0.207, 0.214, 0.192, 0.185, 0.188, 0.212, 0.222, 0.222]}

---

{"formula": "C19H32N2OS", "method": "wB97M-V/def2-TZVPD", "gap_ev": 9.01, "homo_energy_ev": -8.330, "spin_multiplicity": 1, "charge": 0, "species": ["S", "O", "N", "N", "C", "C", "C", "C", "C", "C", "C", "C", "C", "C", "C", "C", "C", "C", "C", "C", "C", "C", "C", "H", "H", "H", "H", "H", "H", "H", "H", "H", "H", "H", "H", "H", "H", "H", "H", "H", "H", "H", "H", "H", "H", "H", "H", "H", "H", "H", "H", "H", "H", "H", "H"], "coordinates": [[-2.03746, 4.05305, 0.24877], [-0.81671, -0.63194, 1.06897], [-1.50968, -0.25995, -1.04614], [1.26189, -2.53225, -1.95564], [1.25642, -7.44087, -1.08048], [-1.23907, 1.61569, 0.39338], [-0.92845, -1.84264, -2.83399], [-0.00245, 4.54156, 3.50746], [1.44922, -3.84628, -2.54925], [1.28472, -4.95181, -1.50539], [0.96849, 3.45869, 3.97415], [-1.53350, -1.64717, -1.44720], [-0.66025, 3.69598, 1.24020], [0.58301, -1.59614, -2.83069], [-2.18600, 2.40334, -0.19553], [0.76354, 1.78627, 2.03210], [0.60624, 2.04090, 3.53437], [-1.16181, 0.14406, 0.19729], [-0.36092, 2.36720, 1.23488], [2.21465, -0.98038, -0.28353], [1.41182, -6.34125, -2.12371], [2.48730, -2.00487, -1.37943], [0.03019, 4.77940, 1.99368], [-1.01845, 4.27775, 3.80862], [0.28304, -7.37409, -0.59982], [3.02306, -2.84513, -0.93416], [-1.13880, -2.86207, -3.15756], [-0.42039, 1.81440, 3.82797], [2.43798, -3.93317, -3.03166], [-0.94947, -2.20142, -0.70974], [1.46390, -1.36620, 0.40015], [0.69782, -3.99378, -3.32806], [3.14288, -1.56453, -2.15377], [-1.79063, 0.42463, -1.72957], [1.34660, -8.42232, -1.54055], [0.78330, 0.71122, 1.86177], [0.64954, -6.46465, -2.89696], [0.96588, -1.64510, -3.86612], [2.02229, -7.34940, -0.31353], [-2.56722, -2.01672, -1.43715], [1.26076, 1.34549, 4.06445], [-2.99969, 2.11323, -0.83165], [1.00026, 3.47968, 5.06674], [-0.45373, 5.73101, 1.76502], [2.38800, -6.43401, -2.60626], [1.85444, -0.03803, -0.69007], [2.03592, -4.83443, -0.72292], [0.30496, -4.84190, -1.03801], [0.76341, -0.58688, -2.45861], [-1.40138, -1.16104, -3.54599], [0.26022, 5.47762, 4.00622], [3.12945, -0.78049, 0.26929], [1.71389, 2.20932, 1.69162], [1.97237, 3.70013, 3.61432], [1.07311, 4.84548, 1.66659]], "nbo_charge": [0.446, -0.630, -0.610, -0.465, -0.598, -0.162, -0.405, -0.385, -0.207, -0.395, -0.394, -0.234, -0.167, -0.217, -0.407, -0.443, -0.384, 0.674, -0.040, -0.624, -0.392, -0.206, -0.442, 0.202, 0.201, 0.194, 0.207, 0.204, 0.170, 0.249, 0.235, 0.189, 0.159, 0.393, 0.206, 0.256, 0.191, 0.171, 0.201, 0.187, 0.208, 0.231, 0.207, 0.218, 0.193, 0.196, 0.194, 0.201, 0.203, 0.196, 0.206, 0.209, 0.203, 0.190, 0.215]}

---

{"formula": "C4H6O2", "method": "wB97M-V/def2-TZVPD", "gap_ev": 8.85, "homo_energy_ev": -9.350, "spin_multiplicity": 1, "charge": 0, "species": ["O", "O", "C", "C", "C", "C", "H", "H", "H", "H", "H", "H"], "coordinates": [[-0.45217, -2.17663, -0.99410], [0.31938, -2.22420, 1.05107], [-0.22538, 1.09054, 0.29334], [0.11267, -0.30799, 0.76669], [-0.57705, -1.84995, 0.28349], [0.38249, 1.77509, -0.67684], [1.09947, -0.40549, 0.26855], [-1.01995, 1.58454, 0.86272], [-0.59457, -1.39234, -1.54468], [1.28604, 1.38445, -1.15236], [-0.52026, -0.31604, 1.67527], [0.18933, 2.83804, -0.83314]], "nbo_charge": [-0.672, -0.499, -0.202, -0.494, 0.686, -0.401, 0.234, 0.189, 0.500, 0.188, 0.261, 0.209]}

---

{"formula": "C16H28N4", "method": "wB97M-V/def2-TZVPD", "gap_ev": 11.60, "homo_energy_ev": -11.201, "spin_multiplicity": 1, "charge": 0, "species": ["N", "N", "N", "N", "C", "C", "C", "C", "C", "C", "C", "C", "C", "C", "C", "C", "C", "C", "C", "C", "H", "H", "H", "H", "H", "H", "H", "H", "H", "H", "H", "H", "H", "H", "H", "H", "H", "H", "H", "H", "H", "H", "H", "H", "H", "H", "H", "H"], "coordinates": [[6.04906, -8.58012, -22.50553], [13.70664, -7.75180, -21.01582], [10.92359, -5.53562, -25.21912], [2.99135, -8.44791, -27.88379], [1.29148, -7.89250, -23.99695], [3.61785, -10.50573, -20.80750], [7.55076, -7.86657, -25.46220], [9.55666, -7.32709, -23.78668], [3.45979, -8.13333, -25.31455], [2.52179, -7.14890, -24.55630], [8.74923, -8.31472, -24.64679], [10.31995, -6.35026, -24.59208], [13.50303, -4.53715, -22.43236], [13.72102, -6.97848, -21.86577], [13.75739, -5.88859, -22.89266], [3.88454, -9.07869, -20.99613], [5.08377, -8.76287, -21.89525], [12.08955, -4.32553, -21.78354], [3.39078, -11.24531, -22.09998], [3.12519, -8.32188, -26.73342], [3.99543, -10.87070, -22.92591], [7.16231, -8.65071, -26.11208], [4.48459, -7.77069, -25.23464], [3.74637, -12.26747, -21.97025], [8.56700, -9.12243, -23.93793], [2.93911, -6.77615, -23.62087], [12.96511, -6.25774, -23.54390], [8.84414, -6.64428, -23.32390], [1.53186, -8.47973, -23.11068], [6.68340, -7.69823, -24.82388], [12.00814, -4.78081, -20.79652], [2.33266, -11.23154, -22.36131], [4.48603, -10.82162, -20.22908], [11.88273, -3.25669, -21.72969], [2.99362, -8.61264, -21.41703], [13.49949, -3.93457, -23.34064], [7.72544, -7.06016, -26.17444], [14.31721, -4.00331, -21.94223], [3.90554, -8.56167, -20.03678], [0.97799, -8.61738, -24.74820], [3.34554, -9.06107, -24.75388], [9.35624, -8.78055, -25.42309], [10.25326, -7.87338, -23.15073], [2.13007, -6.27242, -25.07248], [11.22534, -4.68804, -22.34015], [0.42712, -7.25682, -23.80482], [14.74189, -5.88745, -23.36048], [2.72102, -10.64398, -20.20360]], "nbo_charge": [-0.363, -0.354, -0.367, -0.321, -0.605, -0.399, -0.625, -0.514, -0.519, -0.390, -0.388, 0.299, -0.400, 0.291, -0.501, -0.489, 0.306, -0.618, -0.619, 0.284, 0.210, 0.220, 0.263, 0.226, 0.222, 0.208, 0.256, 0.256, 0.188, 0.212, 0.210, 0.213, 0.209, 0.215, 0.233, 0.218, 0.219, 0.219, 0.254, 0.204, 0.244, 0.208, 0.260, 0.223, 0.212, 0.220, 0.249, 0.219]}

---

{"formula": "C4H8O", "method": "wB97M-V/def2-TZVPD", "gap_ev": 9.97, "homo_energy_ev": -10.011, "spin_multiplicity": 1, "charge": 0, "species": ["O", "C", "C", "C", "C", "H", "H", "H", "H", "H", "H", "H", "H"], "coordinates": [[-2.49912, -0.26692, 0.23858], [-1.08631, -0.19990, 0.51987], [1.37459, -0.33120, -0.19118], [-0.10771, -0.44091, -0.57801], [1.77652, 1.12219, 0.05521], [-0.37366, 0.35218, -1.36497], [1.10647, 1.50335, 0.81327], [-0.46711, -0.11195, 1.70636], [2.05502, -0.68519, -0.99711], [-0.46326, -1.41697, -1.06002], [1.51239, -0.96853, 0.61277], [2.01581, 1.57902, -0.96496], [2.86486, 0.98238, 0.51069]], "nbo_charge": [-0.564, 0.408, -0.401, -0.560, -0.622, 0.253, 0.216, 0.148, 0.213, 0.270, 0.199, 0.229, 0.211]}

---

Computed energy above the lowest of the compared OMol25 structures with the same formula, charge and spin (eV) in order:
0.646 1.575 3.404 0.911 0.065 5.642 1.670 3.321